[1]
This record from OMol25 describes a cluster of 10 separate species, C29H68F15N5O20S5 in total in a non-equilibrium geometry. The level of theory is wB97M-V/def2-TZVPD.

Summary:
- charge = 0
- HOMO level (eV) = -5.69

Cartesian coordinates (Å):
1 C -0.180 11.754 4.206
2 C -0.172 10.255 4.433
3 C -1.564 9.683 4.825
4 O -1.652 8.338 5.029
5 C -1.298 7.960 6.355
6 N 0.312 9.530 3.241
7 H 0.396 8.603 3.633
8 H -0.314 9.570 2.449
9 H 1.210 9.731 2.823
10 H -0.876 11.919 3.383
11 H 0.748 12.274 3.971
12 H -0.660 12.293 5.023
13 H 0.613 9.996 5.144
14 H -2.175 10.086 4.017
15 H -1.747 10.303 5.702
16 H -1.057 6.899 6.282
17 H -2.050 8.190 7.110
18 H -0.368 8.230 6.853
19 C -2.706 -3.716 -7.576
20 N -2.658 -4.976 -8.466
21 C -4.123 -5.511 -8.432
22 C -2.264 -4.537 -9.905
23 C -1.609 -5.982 -7.766
24 C -0.110 -5.663 -7.992
25 O 0.236 -4.385 -7.518
26 H -3.233 -2.847 -7.970
27 H -1.732 -3.279 -7.353
28 H -3.195 -3.859 -6.613
29 H -4.130 -6.145 -9.319
30 H -4.876 -4.748 -8.629
31 H -4.336 -6.190 -7.607
32 H -1.209 -4.282 -10.006
33 H -2.908 -3.692 -10.146
34 H -2.467 -5.346 -10.607
35 H -1.844 -7.004 -8.062
36 H -1.641 -5.933 -6.678
37 H 0.178 -5.771 -9.037
38 H 0.591 -6.357 -7.527
39 H 1.173 -4.408 -7.312
40 C 3.524 5.379 -4.244
41 N 3.909 4.737 -5.633
42 C 5.209 5.348 -6.105
43 C 4.065 3.176 -5.571
44 C 2.886 4.977 -6.709
45 C 1.399 5.038 -6.107
46 O 0.840 3.718 -5.954
47 H 3.456 6.455 -4.405
48 H 4.311 5.150 -3.527
49 H 2.551 5.045 -3.884
50 H 5.675 4.825 -6.939
51 H 5.865 5.427 -5.238
52 H 4.900 6.346 -6.419
53 H 4.789 3.093 -4.761
54 H 4.617 2.858 -6.455
55 H 3.106 2.690 -5.394
56 H 2.915 4.223 -7.496
57 H 3.084 5.904 -7.246
58 H 0.739 5.364 -6.911
59 H 1.292 5.715 -5.259
60 H -0.084 3.618 -5.716
61 C 6.650 -3.507 7.872
62 N 6.572 -5.042 7.955
63 C 7.904 -5.630 7.283
64 C 6.612 -5.543 9.461
65 C 5.241 -5.599 7.328
66 C 5.082 -5.220 5.855
67 O 5.866 -6.193 5.180
68 H 7.593 -3.168 8.300
69 H 5.802 -3.053 8.385
70 H 6.783 -3.135 6.856
71 H 7.995 -5.275 6.256
72 H 7.688 -6.675 7.061
73 H 8.798 -5.369 7.849
74 H 5.927 -4.841 9.935
75 H 7.664 -5.488 9.741
76 H 6.175 -6.508 9.717
77 H 4.502 -5.060 7.920
78 H 5.249 -6.681 7.464
79 H 5.229 -4.184 5.551
80 H 4.055 -5.336 5.508
81 H 5.897 -5.930 4.258
82 C -2.692 1.795 1.267
83 N -3.034 0.350 1.668
84 C -2.398 0.028 3.089
85 C -4.517 0.466 1.901
86 C -2.916 -0.676 0.534
87 C -1.487 -1.111 0.306
88 O -0.594 -0.079 -0.039
89 H -3.153 2.549 1.906
90 H -3.100 2.008 0.279
91 H -1.604 1.755 1.235
92 H -1.378 -0.277 2.856
93 H -2.927 -0.731 3.667
94 H -2.438 1.032 3.511
95 H -4.685 1.220 2.670
96 H -4.944 -0.530 2.024
97 H -4.981 0.808 0.976
98 H -3.298 -0.215 -0.377
99 H -3.559 -1.502 0.837
100 H -1.476 -1.644 -0.645
101 H -1.253 -1.884 1.037
102 H 0.330 -0.318 -0.147
103 C 6.628 3.254 3.795
104 F 6.381 2.679 2.631
105 F 7.710 2.704 4.371
106 F 6.970 4.514 3.605
107 S 4.994 3.018 4.875
108 O 4.244 4.067 4.173
109 O 4.429 1.671 4.763
110 O 5.366 3.398 6.243
111 C -11.264 -1.268 5.730
112 F -12.178 -1.228 6.729
113 F -10.869 -0.041 5.335
114 F -10.189 -1.956 6.202
115 S -12.066 -2.234 4.180
116 O -11.039 -2.133 3.143
117 O -12.347 -3.605 4.652
118 O -13.281 -1.594 3.770
119 C -5.212 -8.817 1.188
120 F -5.581 -7.704 1.944
121 F -4.159 -9.342 1.818
122 F -6.352 -9.661 1.128
123 S -4.756 -8.083 -0.573
124 O -5.694 -7.017 -0.973
125 O -3.389 -7.554 -0.450
126 O -4.778 -9.135 -1.536
127 C -9.402 3.286 -4.201
128 F -9.451 3.327 -2.856
129 F -10.597 2.822 -4.657
130 F -9.085 4.463 -4.796
131 S -8.168 1.929 -4.641
132 O -8.534 1.409 -5.925
133 O -6.850 2.569 -4.457
134 O -8.377 0.900 -3.633
135 C 8.952 -3.597 -1.701
136 F 9.808 -4.299 -2.447
137 F 8.969 -4.051 -0.429
138 F 9.250 -2.309 -1.926
139 S 7.157 -3.922 -2.257
140 O 6.380 -2.743 -2.019
141 O 7.150 -4.329 -3.653
142 O 6.699 -5.063 -1.422

---

[2]
This record from OMol25 describes a structure of composition C29H69BaN5O11 in a non-equilibrium geometry. The level of theory is wB97M-V/def2-TZVPD.

Summary:
- charge = +1
- <S²> = 0.76
- multiplicity = 2
- HOMO level (alpha / beta) (eV) = -9.30 / -9.94

Cartesian coordinates (Å):
1 Ba 0.226 -1.962 3.151
2 C -4.138 -0.746 -4.913
3 C -2.616 -0.096 -4.981
4 C -1.996 -0.678 -6.235
5 C -2.391 0.034 -7.565
6 C -2.093 1.524 -7.336
7 C -3.011 2.203 -6.182
8 N -2.657 1.433 -4.938
9 O -3.127 2.033 -3.718
10 C -4.502 1.976 -6.502
11 C -2.719 3.757 -6.136
12 C -1.694 -0.688 -3.796
13 H -3.997 -1.646 -4.314
14 H -4.715 -1.008 -5.800
15 H -4.745 -0.129 -4.251
16 H -2.091 -1.763 -6.213
17 H -0.919 -0.521 -6.172
18 H -3.388 -0.226 -7.921
19 H -1.672 -0.401 -8.259
20 H -2.314 2.068 -8.254
21 H -1.035 1.695 -7.141
22 H -5.106 1.821 -5.608
23 H -4.622 1.001 -6.975
24 H -4.918 2.845 -7.014
25 H -1.666 4.038 -6.157
26 H -3.095 4.249 -5.239
27 H -3.121 4.248 -7.022
28 H -2.085 -0.417 -2.816
29 H -0.687 -0.318 -3.994
30 H -1.524 -1.764 -3.830
31 N -0.062 -1.165 -0.747
32 O 0.054 -1.730 0.347
33 O -0.595 -0.080 -0.674
34 O 0.327 -1.671 -1.801
35 C 5.296 -1.493 -2.690
36 C 3.753 -1.547 -2.765
37 O 3.082 -1.591 -1.504
38 H 5.683 -1.667 -1.686
39 H 5.656 -0.507 -2.986
40 H 5.631 -2.297 -3.344
41 H 3.381 -2.442 -3.262
42 H 3.219 -0.803 -3.357
43 H 2.144 -1.612 -1.703
44 C 2.199 1.496 -1.555
45 O 1.464 2.457 -0.841
46 C 2.268 3.376 -0.226
47 C 1.331 4.455 0.391
48 N 0.416 5.107 -0.566
49 C -0.126 6.408 -0.099
50 C -1.114 6.175 1.111
51 O -1.975 5.027 1.020
52 C -2.648 4.917 2.336
53 H 3.210 1.751 -1.871
54 H 1.653 1.061 -2.392
55 H 2.215 0.758 -0.753
56 H 2.788 4.049 -0.907
57 H 2.987 3.031 0.518
58 H 2.027 5.198 0.781
59 H 0.860 3.921 1.216
60 H 0.973 5.388 -1.360
61 H -0.746 6.863 -0.871
62 H 0.726 7.051 0.119
63 H -1.544 7.165 1.263
64 H -0.448 6.106 1.971
65 H -3.273 4.053 2.561
66 H -3.122 5.880 2.531
67 H -1.968 4.720 3.164
68 C -2.784 -3.416 1.589
69 O -2.234 -3.127 2.960
70 C -3.208 -3.152 3.965
71 C -2.625 -2.386 5.203
72 N -1.200 -2.758 5.448
73 C -0.570 -2.033 6.513
74 C 0.922 -2.446 6.532
75 O 1.651 -1.892 5.483
76 C 3.012 -1.929 5.856
77 H -3.422 -4.279 1.778
78 H -2.033 -3.793 0.896
79 H -3.222 -2.470 1.268
80 H -3.630 -4.115 4.254
81 H -4.027 -2.525 3.612
82 H -3.121 -2.574 6.155
83 H -2.726 -1.311 5.052
84 H -1.100 -3.709 5.772
85 H -1.070 -2.021 7.482
86 H -0.654 -0.979 6.249
87 H 1.039 -3.524 6.640
88 H 1.282 -1.939 7.426
89 H 3.514 -1.566 4.959
90 H 3.259 -2.938 6.185
91 H 3.343 -1.213 6.607
92 C 1.502 1.334 4.416
93 O 1.798 0.228 3.554
94 C 2.994 0.447 2.813
95 C 3.173 -0.708 1.833
96 N 3.131 -2.059 2.492
97 C 3.121 -3.191 1.622
98 C 2.654 -4.480 2.286
99 O 1.225 -4.358 2.396
100 C 0.779 -5.461 3.155
101 H 2.324 1.431 5.125
102 H 0.720 0.855 5.005
103 H 1.052 2.209 3.945
104 H 3.798 0.620 3.528
105 H 2.872 1.343 2.205
106 H 4.192 -0.601 1.461
107 H 2.621 -0.609 0.898
108 H 3.959 -2.058 3.071
109 H 4.070 -3.223 1.087
110 H 2.420 -2.972 0.816
111 H 3.135 -4.585 3.258
112 H 2.818 -5.360 1.664
113 H 1.197 -6.442 2.929
114 H -0.310 -5.424 3.143
115 H 1.060 -5.209 4.178

---

[3]
This record from OMol25 describes a cluster of 4 separate species, C29H70BN2 in total. The level of theory is wB97M-V/def2-TZVPD.

Summary:
- charge = -1
- HOMO level (eV) = -3.94

Cartesian coordinates (Å):
1 C 0.317 1.313 0.242
2 C -0.710 1.612 -0.864
3 C -0.536 0.828 -2.176
4 C -1.494 -0.349 -2.409
5 C -1.080 -1.669 -1.742
6 C -1.384 -1.834 -0.241
7 C -2.675 -2.616 0.061
8 C -3.990 -2.074 -0.530
9 B -4.845 -0.868 0.278
10 C -3.960 -0.160 1.470
11 N -4.671 0.873 2.302
12 C -5.430 0.140 -0.881
13 N -6.365 1.219 -0.478
14 C -5.723 2.481 -0.160
15 H 1.052 0.568 -0.086
16 H -0.154 0.917 1.145
17 H 0.876 2.205 0.540
18 H -1.710 1.414 -0.471
19 H -0.687 2.680 -1.098
20 H -0.656 1.529 -3.010
21 H 0.500 0.462 -2.247
22 H -1.552 -0.528 -3.490
23 H -2.499 -0.064 -2.087
24 H -1.567 -2.497 -2.273
25 H -0.001 -1.794 -1.915
26 H -0.546 -2.382 0.213
27 H -1.409 -0.864 0.259
28 H -2.481 -3.647 -0.282
29 H -2.789 -2.685 1.150
30 H -4.674 -2.932 -0.605
31 H -3.794 -1.791 -1.581
32 H -5.825 -1.397 0.834
33 H -3.022 0.280 1.099
34 H -3.634 -0.950 2.164
35 H -4.283 1.790 2.125
36 H -4.481 0.698 3.281
37 H -4.602 0.597 -1.472
38 H -5.976 -0.488 -1.604
39 H -7.014 1.372 -1.235
40 H -4.630 2.382 -0.180
41 H -5.989 3.277 -0.871
42 H -5.992 2.815 0.850
43 C 7.261 -0.223 -0.986
44 C 5.986 0.584 -1.204
45 C 4.717 -0.180 -0.824
46 C 4.490 -1.473 -1.610
47 C 4.438 -1.298 -3.128
48 C 3.317 -0.371 -3.585
49 H 7.276 -1.121 -1.605
50 H 8.151 0.360 -1.231
51 H 7.344 -0.538 0.057
52 H 5.930 0.901 -2.249
53 H 6.030 1.502 -0.613
54 H 3.854 0.479 -0.944
55 H 4.758 -0.426 0.242
56 H 3.547 -1.916 -1.275
57 H 5.269 -2.199 -1.361
58 H 4.304 -2.282 -3.585
59 H 5.399 -0.924 -3.496
60 H 2.350 -0.739 -3.234
61 H 3.272 -0.301 -4.672
62 H 3.444 0.640 -3.195
63 C -8.261 3.142 3.273
64 C -8.810 3.181 1.851
65 C -8.623 4.532 1.162
66 C -9.326 5.709 1.842
67 C -10.834 5.536 2.021
68 C -11.588 5.374 0.705
69 H -8.773 3.849 3.931
70 H -8.369 2.146 3.703
71 H -7.196 3.382 3.277
72 H -9.870 2.906 1.857
73 H -8.300 2.417 1.260
74 H -8.961 4.451 0.125
75 H -7.552 4.749 1.107
76 H -9.142 6.616 1.256
77 H -8.874 5.887 2.822
78 H -11.227 6.406 2.557
79 H -11.031 4.672 2.661
80 H -11.417 6.233 0.051
81 H -12.663 5.288 0.870
82 H -11.265 4.481 0.168
83 C 8.566 -3.634 -0.414
84 C 9.597 -2.893 0.430
85 C 11.039 -3.298 0.129
86 C 11.356 -4.774 0.380
87 C 11.071 -5.256 1.801
88 C 11.881 -4.525 2.867
89 H 8.591 -4.710 -0.229
90 H 7.555 -3.289 -0.195
91 H 8.750 -3.474 -1.479
92 H 9.380 -3.049 1.491
93 H 9.496 -1.818 0.258
94 H 11.715 -2.673 0.718
95 H 11.258 -3.071 -0.920
96 H 12.413 -4.946 0.153
97 H 10.793 -5.393 -0.324
98 H 11.287 -6.327 1.856
99 H 10.005 -5.154 2.021
100 H 12.952 -4.628 2.679
101 H 11.677 -4.923 3.862
102 H 11.650 -3.459 2.887

---

[4]
This record from OMol25 describes a structure of composition C29H71FN4O21P2Pt2 in a non-equilibrium geometry. The level of theory is wB97M-V/def2-TZVPD.

Summary:
- charge = +2
- <S²> = 6.01
- multiplicity = 5
- HOMO level (alpha / beta) (eV) = -11.11 / -11.06

Cartesian coordinates (Å):
1 Pt -7.604 -11.396 -12.344
2 Pt -4.391 -12.147 -13.595
3 C -8.477 -15.077 -14.756
4 N -7.482 -16.149 -15.302
5 C -6.930 -16.844 -14.032
6 C -8.089 -17.240 -16.217
7 C -6.193 -15.517 -15.908
8 C -6.285 -14.796 -17.224
9 O -6.985 -13.641 -17.113
10 H -7.991 -14.323 -14.137
11 H -9.328 -15.519 -14.237
12 H -8.798 -14.606 -15.685
13 H -6.159 -17.561 -14.313
14 H -7.803 -17.399 -13.689
15 H -6.621 -16.080 -13.319
16 H -8.767 -16.823 -16.962
17 H -8.691 -17.840 -15.534
18 H -7.361 -17.754 -16.844
19 H -5.479 -16.320 -16.091
20 H -5.835 -14.785 -15.185
21 H -6.682 -15.398 -18.042
22 H -5.222 -14.638 -17.404
23 H -6.602 -13.256 -16.321
24 C -10.836 -18.388 -7.606
25 N -10.275 -17.271 -8.656
26 C -11.545 -16.716 -9.450
27 C -9.629 -16.295 -7.570
28 C -9.130 -17.735 -9.671
29 C -8.079 -16.804 -10.216
30 O -8.634 -15.542 -10.871
31 H -11.462 -19.112 -8.128
32 H -11.496 -17.833 -6.939
33 H -10.000 -18.848 -7.080
34 H -12.019 -17.465 -10.084
35 H -11.090 -15.868 -9.962
36 H -12.131 -16.454 -8.569
37 H -8.736 -16.741 -7.132
38 H -10.387 -15.972 -6.856
39 H -9.344 -15.409 -8.137
40 H -9.693 -18.169 -10.497
41 H -8.739 -18.652 -9.230
42 H -7.450 -17.218 -11.004
43 H -7.273 -16.576 -9.518
44 H -7.949 -14.884 -11.012
45 C -5.923 -13.259 -11.628
46 O -7.104 -13.245 -11.457
47 O -5.405 -13.874 -12.492
48 O -5.508 -12.099 -11.649
49 C -6.760 -11.468 -14.865
50 O -5.899 -12.267 -15.270
51 O -7.802 -11.908 -14.496
52 O -6.217 -10.709 -14.060
53 C -12.102 -12.546 -13.015
54 C -11.116 -11.876 -12.070
55 C -11.496 -11.974 -10.564
56 O -10.741 -11.396 -9.511
57 C -11.252 -11.670 -8.180
58 N -9.822 -12.463 -12.388
59 H -13.145 -12.316 -12.796
60 H -12.040 -13.631 -13.103
61 H -11.842 -12.161 -14.001
62 H -11.056 -10.797 -12.208
63 H -11.599 -12.992 -10.188
64 H -12.502 -11.587 -10.405
65 H -11.234 -12.745 -8.003
66 H -12.260 -11.303 -7.989
67 H -10.491 -11.298 -7.493
68 H -9.925 -13.447 -12.186
69 H -9.729 -12.587 -13.386
70 C -6.856 -8.612 -10.733
71 C -8.327 -9.191 -10.550
72 C -9.252 -8.729 -11.669
73 O -8.754 -9.494 -12.765
74 C -8.948 -8.768 -14.029
75 N -8.256 -10.595 -10.423
76 H -6.236 -8.752 -9.847
77 H -6.866 -7.555 -11.000
78 H -6.264 -9.046 -11.539
79 H -8.580 -8.751 -9.585
80 H -9.248 -7.643 -11.753
81 H -10.337 -8.817 -11.614
82 H -8.398 -9.199 -14.866
83 H -8.662 -7.717 -14.002
84 H -9.971 -8.734 -14.405
85 H -7.615 -10.650 -9.644
86 H -9.119 -10.884 -9.986
87 C -0.756 -8.661 -14.855
88 O -1.609 -9.032 -15.904
89 P -3.129 -9.390 -15.702
90 O -3.327 -10.525 -14.720
91 O -3.611 -7.938 -15.181
92 C -4.967 -7.661 -15.335
93 O -3.636 -9.570 -17.148
94 C -4.125 -10.856 -17.580
95 H -1.118 -8.996 -13.882
96 H -0.546 -7.592 -14.886
97 H 0.170 -9.190 -15.081
98 H -5.203 -7.006 -16.174
99 H -5.267 -7.098 -14.450
100 H -5.747 -8.417 -15.428
101 H -3.999 -10.928 -18.660
102 H -5.184 -10.914 -17.328
103 H -3.533 -11.615 -17.068
104 C 0.253 -11.799 -9.715
105 O -0.407 -11.933 -10.906
106 P -1.995 -11.749 -10.894
107 O -2.661 -11.619 -12.241
108 O -2.483 -13.052 -10.008
109 C -2.737 -14.330 -10.519
110 O -2.174 -10.409 -9.914
111 C -3.278 -10.174 -8.956
112 H 0.842 -12.710 -9.614
113 H -0.232 -11.585 -8.763
114 H 0.876 -10.907 -9.785
115 H -3.531 -14.910 -10.048
116 H -1.845 -14.954 -10.464
117 H -3.030 -14.283 -11.568
118 H -4.286 -10.433 -9.283
119 H -3.304 -9.102 -8.764
120 H -3.031 -10.524 -7.954
121 C -6.655 -13.987 -8.019
122 C -5.191 -13.585 -8.134
123 O -4.471 -14.516 -7.300
124 C -5.234 -15.509 -6.998
125 O -4.993 -16.451 -6.296
126 O -6.535 -15.271 -7.406
127 F -4.925 -12.358 -7.709
128 H -7.141 -14.000 -8.995
129 H -7.322 -13.410 -7.378
130 H -5.032 -13.586 -9.213

---

Q: Which value of charge does entry 3 give?
A: -1

---

Q: Which of these has the lowest charge?
A: C29H70BN2